Record 1
ORCA calculation (ωB97M-V/def2-TZVPD) on a molecular structure, CH6NOS at a distorted geometry.

Output
- net charge = -1
- HOMO-LUMO gap (eV) = 7.6
- LUMO (eV) = 4.32
- strongest force on any atom (eV/A) = 5.623
- relative energy (zero: lowest compared OMol25 entry of this formula, charge and spin) (kcal/mol) = 29.7

CARTESIAN COORDINATES (ANGSTROEM)
S: 0.07260 1.25388 1.35240
H: -1.25254 0.90994 1.11217
N: -0.94536 -1.54442 -0.78797
C: 0.41783 -1.12748 -0.88421
O: 0.57923 0.28603 -1.17912
H: -1.54294 -0.82754 -0.13420
H: -1.15138 -2.44642 -0.49978
H: 1.07322 -1.62908 -1.67047
H: 0.82910 -1.45050 0.08053
H: 0.35977 0.66902 -0.27261

***

Record 2
ORCA calculation (ωB97M-V/def2-TZVPD) on 2 unconnected molecules or ions with the total composition CH6NOS at a distorted geometry.

Output
- net charge = +1
- HOMO-LUMO gap (eV) = 8.9
- LUMO (eV) = -5.65
- strongest force on any atom (eV/A) = 4.131
- relative energy (zero: lowest compared OMol25 entry of this formula, charge and spin) (kcal/mol) = 62.8

CARTESIAN COORDINATES (ANGSTROEM)
C: 0.48474 0.56791 0.10979
N: -0.61907 -0.27936 0.54618
O: 1.28202 0.52329 1.20831
S: 1.26497 -0.30843 -1.30937
H: 0.16345 1.61754 -0.05243
H: -1.03697 -0.83414 -0.19553
H: -1.30734 0.34364 1.02893
H: -0.21071 -0.90226 1.15156
H: 2.20706 0.41636 1.16403
H: -0.07618 -0.15420 -2.77271

***

Record 3
ORCA calculation (ωB97M-V/def2-TZVPD) on a single CH6NP molecule at a distorted geometry.

Output
- HOMO-LUMO gap (eV) = 9.7
- LUMO (eV) = 1.20
- strongest force on any atom (eV/A) = 3.038
- relative energy (zero: lowest compared OMol25 entry of this formula, charge and spin) (kcal/mol) = 14.1

CARTESIAN COORDINATES (ANGSTROEM)
C: -1.27762 0.22234 0.04352
N: 1.50694 -0.38566 0.43765
P: 0.51297 0.83503 -0.39451
H: -1.66792 1.01666 0.55347
H: -1.13312 -0.66829 0.64533
H: -1.98165 0.07016 -0.74037
H: 2.56476 -0.30719 0.59274
H: 1.13019 -1.25592 0.78131
H: 0.34545 0.47288 -1.91914

***

Record 4
ORCA calculation (ωB97M-V/def2-TZVPD) on a single CH6NP molecule at a distorted geometry.

Output
- HOMO-LUMO gap (eV) = 9.5
- LUMO (eV) = 1.22
- strongest force on any atom (eV/A) = 5.193
- relative energy (zero: lowest compared OMol25 entry of this formula, charge and spin) (kcal/mol) = 13.9

CARTESIAN COORDINATES (ANGSTROEM)
C: -0.13917 -0.10622 -1.20862
N: -0.17870 -0.10974 1.42370
P: 0.62728 0.79348 0.28591
H: -1.30600 0.12598 -1.19459
H: -0.06424 -1.10044 -1.40099
H: 0.13360 0.42917 -2.06795
H: 0.30690 -0.08055 2.32901
H: -1.09088 0.15594 1.45831
H: 1.71121 -0.10761 0.37522

***

Record 5
ORCA calculation (ωB97M-V/def2-TZVPD) on 2 unconnected molecules or ions with the total composition CH6NPS at a distorted geometry.

Output
- HOMO-LUMO gap (alpha / beta) (eV) = 6.4 / 8.9
- LUMO (alpha / beta) (eV) = -0.40 / -0.05
- strongest force on any atom (eV/A) = 1.302
- relative energy (zero: lowest compared OMol25 entry of this formula, charge and spin) (kcal/mol) = 72.5

CARTESIAN COORDINATES (ANGSTROEM)
C: 1.81610 -0.36579 0.34326
N: -2.32962 -0.14852 -0.46006
P: -1.08745 -0.01845 0.62075
S: 0.35332 -1.00647 -0.50203
H: 1.96964 -0.88870 1.27856
H: 1.64782 0.70295 0.51000
H: 2.66533 -0.52613 -0.31717
H: -2.17632 -0.23261 -1.45624
H: -3.25056 0.16747 -0.20075
H: 0.39174 2.31625 0.18369

***

Record 6
ORCA calculation (ωB97M-V/def2-TZVPD) on a molecular structure, CH6Na9O6 at a distorted geometry.

Output
- net charge = +7
- HOMO-LUMO gap (eV) = 3.4
- LUMO (eV) = -18.21
- strongest force on any atom (eV/A) = 4.967
- relative energy (zero: lowest compared OMol25 entry of this formula, charge and spin) (kcal/mol) = 0.0

CARTESIAN COORDINATES (ANGSTROEM)
Na: -18.46159 13.75329 11.98790
Na: -14.94318 10.63304 21.18695
Na: -11.39190 7.50813 18.16031
Na: -12.68511 11.87929 12.23366
Na: -11.54201 12.96650 17.86393
Na: -17.92605 6.69247 17.99554
Na: -17.80052 14.35037 18.06951
Na: -14.54317 16.29013 14.11907
Na: -14.53102 6.88204 13.79077
C: -15.76980 10.68762 15.74172
O: -15.72964 11.85530 15.28130
O: -16.50257 9.88585 15.19057
O: -15.02159 10.25268 16.65925
O: -20.51199 6.86267 12.81217
H: -19.94253 6.10061 12.70633
H: -20.07812 7.55717 12.31653
O: -18.67645 10.07982 10.23084
H: -17.77583 9.76602 10.31232
H: -18.98578 9.70944 9.40418
O: -20.67675 11.73228 15.49655
H: -20.01216 11.07385 15.29400
H: -20.90778 11.56680 16.41059